{
  "formula": "C67H99N11O22",
  "method": "wB97M-V/def2-TZVPD",
  "homo_lumo_gap_ev": 4.37,
  "largest_force_ev_per_a": 7.663,
  "total_charge": 0,
  "spin_multiplicity": 1,
  "e_lumo_ha": -0.02283,
  "species": ["C", "C", "C", "C", "N", "C", "C", "C", "C", "C", "C", "C", "H", "H", "H", "H", "H", "H", "H", "H", "H", "H", "H", "H", "H", "H", "H", "H", "H", "H", "H", "H", "H", "H", "H", "H", "C", "C", "C", "O", "H", "H", "H", "H", "H", "H", "H", "C", "C", "C", "C", "C", "C", "O", "O", "H", "H", "H", "H", "H", "H", "C", "C", "C", "C", "C", "C", "O", "O", "H", "H", "H", "H", "H", "H", "C", "C", "C", "C", "C", "C", "O", "O", "H", "H", "H", "H", "H", "H", "C", "C", "C", "C", "C", "C", "O", "O", "H", "H", "H", "H", "H", "H", "C", "C", "C", "C", "C", "C", "O", "O", "H", "H", "H", "H", "H", "H", "C", "C", "C", "C", "C", "C", "O", "O", "H", "H", "H", "H", "H", "H", "C", "C", "C", "C", "C", "C", "O", "O", "H", "H", "H", "H", "H", "H", "C", "C", "C", "C", "C", "C", "O", "O", "H", "H", "H", "H", "H", "H", "C", "O", "N", "N", "H", "H", "H", "H", "C", "O", "N", "N", "H", "H", "H", "H", "C", "O", "N", "N", "H", "H", "H", "H", "C", "O", "N", "N", "H", "H", "H", "H", "C", "O", "N", "N", "H", "H", "H", "H"],
  "positions_angstrom": [[2.056251, 1.591666, -1.962533], [0.592449, 0.835268, -2.287165], [0.137836, -0.152751, -1.246835], [-0.595630, 0.672412, -0.180824], [-0.791543, 0.008895, 1.231136], [-1.517965, 0.950179, 2.149870], [-0.502697, 2.029354, 2.611867], [0.737582, 1.193235, 2.820666], [0.583000, -0.075590, 1.941468], [-1.453730, -1.360484, 1.095245], [-2.893841, -1.371347, 0.615024], [-3.324447, -2.798489, 0.363574], [2.819697, 0.909197, -1.589052], [1.978863, 2.352003, -1.185346], [2.455274, 2.047393, -2.868734], [0.602931, 0.220389, -3.187113], [-0.128472, 1.620535, -2.514587], [0.878934, -0.742137, -0.706920], [-0.528599, -0.911653, -1.656755], [-1.602272, 0.957698, -0.486393], [-0.039430, 1.598858, -0.037792], [-1.835542, 0.253252, 2.925454], [-2.473122, 1.297649, 1.756101], [-0.709961, 2.645181, 3.487032], [-0.424683, 2.748179, 1.796205], [0.853022, 0.983640, 3.884077], [1.612646, 1.696830, 2.409866], [0.607854, -0.995877, 2.525030], [1.423288, -0.063686, 1.247303], [-1.504713, -1.686479, 2.134102], [-0.768029, -1.931824, 0.469556], [-2.967262, -0.719193, -0.255266], [-3.589448, -0.985489, 1.360239], [-2.697205, -3.279575, -0.386899], [-4.320360, -2.737132, -0.075171], [-3.564536, -3.414881, 1.229901], [-0.301526, -3.606946, -2.584480], [0.707556, -3.937949, -3.644664], [1.440262, -2.628000, -3.864298], [1.543968, -5.061992, -3.412350], [-1.029247, -2.934593, -3.038866], [0.117717, -3.041628, -1.752162], [-0.776577, -4.482253, -2.141484], [0.015132, -4.099608, -4.470795], [0.732352, -2.050354, -4.458686], [2.205979, -2.630482, -4.640031], [1.614265, -2.017387, -2.978313], [-4.695659, -7.181828, 2.761738], [-3.603980, -7.903746, 2.521595], [-3.020953, -7.827116, 1.310814], [-3.419450, -6.915122, 0.278053], [-4.564240, -6.178414, 0.537956], [-5.250502, -6.423028, 1.723668], [-6.382711, -5.747649, 1.853342], [-2.049968, -8.607142, 0.937814], [-5.187740, -7.335263, 3.710798], [-3.372922, -8.611642, 3.303827], [-2.889698, -6.810772, -0.657302], [-4.830807, -5.545322, -0.295436], [-6.497387, -5.015788, 1.242753], [-1.372087, -8.579300, 1.617019], [5.286450, 1.938427, 0.919850], [5.436817, 2.628105, -0.288865], [5.657556, 4.025278, -0.221357], [5.548390, 4.736680, 0.963073], [5.464389, 4.025258, 2.117365], [5.406294, 2.681324, 2.098550], [5.386969, 2.065912, 3.319493], [5.788184, 4.692543, -1.411788], [5.092683, 0.879154, 1.002251], [5.480819, 2.140309, -1.251426], [5.546273, 5.802730, 1.136041], [5.404833, 4.455214, 3.106306], [5.401861, 2.645827, 4.084404], [5.619361, 5.610560, -1.187398], [1.315716, -5.129085, 3.951337], [0.636943, -6.351209, 4.156168], [0.035301, -6.961293, 3.044674], [0.048492, -6.319217, 1.813329], [0.608522, -5.049912, 1.633426], [1.211601, -4.407267, 2.774024], [1.761271, -3.217727, 2.677946], [-0.498207, -8.210875, 3.078910], [1.587350, -4.613778, 4.860776], [0.806655, -6.668270, 5.174535], [-0.313671, -6.689323, 0.865567], [0.445215, -4.692062, 0.627608], [2.084354, -2.834749, 3.496808], [-0.448227, -8.646163, 3.933095], [-6.891179, -0.734181, -4.382400], [-6.422870, 0.108534, -3.410697], [-5.216649, -0.159263, -2.799398], [-4.410733, -1.286547, -3.093231], [-4.795886, -2.036251, -4.250302], [-6.034924, -1.785390, -4.844894], [-6.473078, -2.613088, -5.816587], [-4.760061, 0.679871, -1.895589], [-7.878369, -0.632962, -4.808558], [-6.877928, 1.054760, -3.157742], [-3.474247, -1.432080, -2.575334], [-4.079884, -2.782311, -4.561966], [-6.009859, -3.449412, -5.903706], [-5.443996, 1.154354, -1.417367], [0.740318, 5.912692, 4.253810], [1.222254, 6.829971, 5.134609], [2.405322, 7.434506, 4.963268], [3.150497, 7.189158, 3.819977], [2.673076, 6.253322, 2.942074], [1.442602, 5.606395, 3.112826], [1.127964, 4.595336, 2.267548], [2.986509, 8.093387, 5.966722], [-0.201206, 5.402835, 4.395191], [0.742987, 7.259385, 6.001966], [4.166797, 7.524593, 3.675006], [3.284723, 5.877781, 2.135074], [1.538311, 4.823559, 1.430210], [3.733389, 8.594019, 5.630362], [-4.245918, -0.303815, 5.413825], [-2.849257, -0.483314, 5.647976], [-2.137889, 0.646289, 6.019569], [-2.634281, 1.956485, 6.120448], [-3.988262, 2.110794, 5.886688], [-4.804288, 1.008860, 5.567157], [-6.157636, 1.137196, 5.493033], [-0.758493, 0.604339, 6.203810], [-4.883124, -1.144267, 5.181411], [-2.315572, -1.405521, 5.471529], [-2.042305, 2.816665, 6.396257], [-4.405148, 3.095160, 6.040453], [-6.476968, 1.903152, 5.975670], [-0.335385, -0.255130, 6.266198], [7.410349, 0.032835, -4.201519], [7.449065, 1.335931, -4.608117], [6.261920, 2.078852, -4.654532], [5.014917, 1.504374, -4.363372], [4.979342, 0.153128, -3.926104], [6.149122, -0.541792, -3.898734], [6.071053, -1.806573, -3.381606], [6.281626, 3.470967, -4.930085], [8.319740, -0.547435, -4.149777], [8.367141, 1.896002, -4.707432], [4.088488, 2.051805, -4.455244], [4.042042, -0.336865, -3.707531], [6.489417, -2.565738, -3.794216], [6.974356, 3.819845, -4.364400], [0.653529, 1.887832, -7.447981], [1.272754, 0.962362, -6.608208], [2.496875, 0.408868, -7.014252], [3.235234, 1.002837, -8.042838], [2.643102, 1.973376, -8.847807], [1.348723, 2.457092, -8.536059], [1.004877, 3.574417, -9.156369], [3.123614, -0.541700, -6.259016], [-0.324423, 2.282434, -7.214946], [0.946558, 0.652331, -5.626435], [4.282080, 0.753588, -8.134357], [3.309981, 2.351472, -9.608543], [1.733055, 3.925565, -9.674106], [2.490161, -1.036770, -5.734385], [3.437875, -0.632437, 4.598027], [2.629860, -1.555482, 4.699510], [4.090418, 0.035761, 5.494268], [3.694866, -0.138610, 3.387320], [4.557889, 0.906073, 5.284208], [4.073194, -0.333490, 6.434198], [4.296422, 0.672238, 3.414811], [3.378584, -0.647110, 2.574005], [-2.110651, 2.826050, -4.040720], [-1.193591, 3.549546, -4.392390], [-2.674534, 2.797201, -2.865100], [-2.628919, 1.888723, -4.827584], [-3.306160, 2.031279, -2.679328], [-2.300465, 3.373926, -2.125125], [-3.340800, 1.335988, -4.371723], [-2.148644, 1.790295, -5.710621], [3.575199, -2.048774, -0.627617], [3.769193, -0.909520, -0.220851], [4.115711, -2.703229, -1.624657], [2.863669, -2.869500, 0.007490], [3.690099, -3.524456, -2.030300], [4.727364, -2.207536, -2.257325], [2.567622, -2.659201, 0.949950], [2.884473, -3.785773, -0.416903], [-5.898667, 1.376545, 1.704605], [-5.981530, 1.621224, 0.522426], [-6.862423, 0.820702, 2.427508], [-5.088017, 2.039772, 2.461906], [-6.900998, 0.585147, 3.408898], [-7.645705, 0.560305, 1.845474], [-4.426133, 2.604852, 1.949372], [-5.462958, 2.256373, 3.374388], [-2.471542, 4.042509, 0.726378], [-1.607149, 3.567991, 0.014340], [-2.174601, 4.796397, 1.684769], [-3.740073, 3.790207, 0.657569], [-1.237697, 5.017229, 1.990622], [-2.935883, 5.176318, 2.229028], [-4.119996, 3.201266, -0.069687], [-4.459468, 4.234005, 1.210396]],
  "atomic_forces_ev_per_a": [[-1.7, -1.4, -0.5], [2.7, 0.6, -0.4], [-1.3, 0.2, 2.0], [-0.3, -0.3, 0.7], [1.3, 1.2, -1.2], [-0.8, -0.2, 0.9], [-0.7, -0.5, -1.0], [0.4, -0.1, -0.7], [-0.1, 0.1, 0.4], [0.1, 1.1, 1.1], [0.5, 0.3, 0.1], [-1.2, 0.0, -1.0], [-0.2, -0.4, -0.1], [-0.4, 0.2, -0.1], [-0.3, 0.1, 0.0], [0.8, 0.4, -0.4], [-0.2, 0.0, 0.4], [0.8, 0.2, -0.5], [-0.2, 0.1, -0.2], [0.1, 0.0, -0.1], [-0.1, -0.1, 0.4], [0.1, 0.3, 0.7], [0.3, 0.2, -0.6], [-0.6, -0.5, 0.1], [0.3, -0.2, 0.0], [0.2, -0.3, -0.2], [0.1, 0.2, 0.6], [-0.1, 0.0, -0.1], [-0.4, -0.5, -0.5], [0.6, -0.6, -0.1], [-0.2, -0.3, 0.2], [-0.3, -0.3, -0.3], [0.2, 0.4, 0.2], [0.1, -0.3, 0.3], [-0.1, 0.1, -0.4], [0.9, 0.0, 0.3], [-0.6, 0.2, 1.4], [2.1, -2.5, 0.7], [-0.8, 1.0, -1.8], [-1.2, 2.2, 0.2], [-0.6, 0.1, 0.1], [0.4, 0.0, 0.4], [-0.2, -0.2, -0.3], [0.2, -0.2, -1.2], [-0.8, 0.8, 0.1], [1.0, -0.7, 0.7], [0.7, -0.3, 0.1], [-3.2, 1.7, -0.3], [0.7, -1.3, 0.9], [-0.4, 2.1, -3.1], [-0.8, -0.4, 2.3], [1.6, -1.5, -0.6], [1.5, 1.1, -0.6], [-2.8, 0.8, 1.7], [2.6, -2.2, -0.9], [-0.4, 0.4, 0.0], [0.8, -0.2, -0.3], [0.2, -0.3, 0.1], [-0.9, 0.4, 0.4], [0.4, -0.3, -0.2], [0.4, -0.6, 0.4], [0.4, 0.5, 0.2], [0.6, 0.7, 1.2], [-1.0, -0.3, -0.9], [0.3, 0.2, 0.0], [-0.1, 0.3, 0.9], [-0.4, -0.9, -0.1], [0.0, -1.7, 0.8], [0.1, 0.0, 0.2], [0.1, -0.2, -0.4], [-0.3, -0.1, 0.0], [0.2, 0.3, -0.9], [0.1, 0.6, 0.0], [0.1, 0.6, -0.5], [0.1, 0.3, -0.4], [-2.0, -0.2, 0.3], [1.0, 1.1, -1.3], [0.9, 0.4, 1.0], [0.6, 1.4, -0.3], [-0.1, -0.3, 2.0], [-0.6, -2.6, -1.2], [0.2, 2.0, -1.4], [-0.4, -0.8, 0.0], [0.7, 0.1, 0.0], [-0.7, -1.0, -0.1], [-0.4, -0.8, 0.4], [0.6, 0.8, 0.1], [0.3, 0.3, 0.9], [0.1, 0.2, 0.1], [0.8, -1.5, -1.0], [0.3, 0.0, -0.3], [0.4, -2.3, -0.8], [-1.7, 0.9, -2.0], [0.3, 1.3, 2.1], [0.2, 0.0, 1.2], [-1.2, 0.1, -1.1], [1.7, 1.7, 2.0], [0.1, 0.1, -0.2], [-0.5, -0.1, 0.1], [0.0, -0.1, 0.0], [-0.4, -0.3, -0.4], [0.4, 0.2, 0.4], [-0.4, 0.0, 0.4], [-1.4, -1.1, -1.1], [-1.1, 1.1, 1.5], [2.5, -0.2, -1.5], [0.0, -0.8, -0.4], [-0.4, -0.5, -0.7], [1.9, 0.8, 0.9], [-0.9, -0.1, -0.2], [0.0, 1.3, 1.4], [-0.2, 0.0, 0.3], [-0.8, -0.8, 0.3], [0.1, 0.4, 0.2], [0.2, 0.3, -0.3], [0.0, -0.3, -0.4], [0.1, 0.1, 0.1], [0.7, 1.5, 0.6], [-1.8, 1.4, -0.4], [2.4, 0.4, -0.1], [-1.1, -1.3, -0.3], [-0.2, -0.6, 0.0], [1.7, -1.3, 0.7], [-0.8, -0.2, -0.7], [-0.2, 0.5, 0.1], [-0.1, 0.0, -0.1], [-0.2, -0.2, 0.1], [0.3, -0.3, 0.0], [-0.4, 0.1, -0.1], [0.1, 0.1, 0.1], [-0.5, -0.4, -0.1], [-1.1, -0.7, -0.1], [-0.7, 1.3, 0.4], [-1.2, 0.7, 0.2], [1.0, -1.0, 0.2], [-0.2, 1.8, -1.1], [1.8, -0.5, 0.0], [-0.2, -0.7, 0.7], [0.1, -1.3, 0.1], [0.0, -0.2, 0.2], [0.3, -0.2, -0.4], [0.1, 0.3, 0.0], [0.0, 0.0, 0.1], [0.3, 0.5, -0.6], [0.1, 0.3, 0.0], [0.1, 0.9, -0.4], [1.0, -0.7, -1.4], [0.2, 1.0, 0.6], [-0.9, -0.3, 0.1], [0.0, -1.0, 1.5], [2.7, -1.9, 0.8], [-2.1, 1.6, -0.8], [0.3, -0.1, -0.2], [0.0, 0.3, 0.2], [-0.8, 0.0, -0.1], [0.0, -0.3, -0.3], [-0.4, 0.6, -0.3], [0.0, -0.2, 0.0], [-0.2, -0.1, 0.1], [-1.7, -0.9, -4.0], [-0.2, -0.9, 1.6], [1.1, 0.8, 4.4], [0.0, 0.3, -0.9], [0.0, -0.6, 0.2], [0.1, 0.5, 0.0], [0.1, -0.3, -1.3], [0.3, 0.4, -0.1], [1.8, 0.5, -1.5], [0.4, 0.6, 0.0], [-1.2, 0.6, 3.3], [-0.4, -0.7, -1.2], [0.1, 0.4, 0.7], [0.0, -0.3, 0.1], [0.2, -0.6, -1.3], [-0.7, -0.7, 0.1], [1.8, 1.7, -0.4], [0.6, 2.0, -0.1], [2.6, 0.5, -3.8], [-4.3, -3.6, 3.6], [-0.3, 0.0, 0.0], [-0.1, -0.1, 0.0], [-0.2, -0.6, -0.2], [-0.8, -0.3, 1.1], [-2.3, 1.6, 0.3], [0.2, -1.0, -2.8], [-2.8, -2.3, -0.6], [3.4, 1.3, 2.4], [0.5, 0.2, -0.2], [-0.1, -0.3, 0.4], [0.1, 0.0, 0.7], [0.8, 0.1, 0.0], [2.2, -1.9, -2.8], [0.5, -1.0, -1.6], [1.1, 4.7, 5.9], [-4.8, -1.5, -1.5], [0.0, -0.2, -0.5], [0.5, 0.2, 0.2], [0.2, 0.1, -0.1], [0.4, 0.3, -0.3]]
}